{"formula": "C26H28F5N3O17S", "method": "the ωB97M-V functional and the def2-TZVPD basis", "smiles": "CC(=O)OCCc1c(CN)ccc2nsnc12.O=C1OC[C@@H](F)O1.O=C1OC[C@@H](F)O1.O=C1OC[C@@H](F)O1.O=C1OC[C@@H](F)O1.O=C1OC[C@@H](F)O1", "spin_multiplicity": 1, "gap_ev": 7.62, "elements": ["C", "C", "O", "O", "C", "C", "C", "C", "C", "N", "C", "C", "C", "N", "S", "N", "C", "H", "H", "H", "H", "H", "H", "H", "H", "H", "H", "H", "H", "H", "O", "C", "O", "C", "C", "F", "O", "H", "H", "H", "O", "C", "O", "C", "C", "F", "O", "H", "H", "H", "O", "C", "O", "C", "C", "F", "O", "H", "H", "H", "O", "C", "O", "C", "C", "F", "O", "H", "H", "H", "O", "C", "O", "C", "C", "F", "O", "H", "H", "H"], "xyz": [[-6.718, -2.205, 3.547], [-5.616, -1.313, 2.835], [-5.702, -1.211, 1.627], [-4.566, -0.707, 3.550], [-3.354, -1.479, 3.203], [-2.302, -0.556, 2.472], [-1.535, -1.222, 1.284], [-0.941, -0.397, 0.202], [-1.047, 1.170, 0.129], [-2.422, 1.713, 0.171], [-0.148, -1.065, -0.934], [0.066, -2.514, -1.023], [-0.513, -3.421, 0.028], [-0.422, -4.795, 0.140], [-1.254, -5.217, 1.554], [-1.704, -3.692, 2.023], [-1.293, -2.714, 1.143], [-6.627, -3.290, 3.258], [-7.709, -1.844, 3.158], [-6.645, -2.130, 4.665], [-3.676, -2.382, 2.624], [-2.921, -1.845, 4.186], [-1.555, -0.136, 3.218], [-2.876, 0.345, 2.100], [-0.362, 1.631, 0.910], [-0.606, 1.501, -0.867], [-3.111, 1.017, -0.133], [-2.657, 2.058, 1.108], [0.314, -0.395, -1.715], [0.678, -2.940, -1.856], [1.470, -3.066, -3.815], [1.505, -1.989, -4.319], [2.086, -0.896, -3.750], [2.035, 0.147, -4.718], [0.893, -0.280, -5.590], [1.082, 0.114, -6.871], [0.963, -1.692, -5.535], [2.985, 0.188, -5.258], [1.859, 1.113, -4.246], [-0.088, 0.054, -5.243], [6.258, 1.478, -4.065], [6.346, 0.312, -4.279], [6.079, -0.266, -5.484], [6.430, -1.643, -5.366], [6.343, -1.868, -3.886], [7.239, -2.798, -3.479], [6.719, -0.613, -3.349], [7.440, -1.795, -5.755], [5.740, -2.273, -5.926], [5.345, -2.136, -3.528], [-5.495, -5.379, 3.494], [-5.456, -5.783, 2.376], [-4.508, -5.429, 1.467], [-4.733, -6.223, 0.307], [-6.182, -6.582, 0.443], [-6.435, -7.803, -0.089], [-6.362, -6.652, 1.844], [-4.078, -7.098, 0.332], [-4.527, -5.658, -0.602], [-6.870, -5.846, 0.020], [0.472, 3.058, 2.188], [0.530, 4.124, 1.660], [1.124, 5.218, 2.210], [1.099, 6.241, 1.218], [-0.043, 5.814, 0.346], [0.163, 6.175, -0.942], [0.003, 4.401, 0.435], [2.043, 6.253, 0.688], [0.935, 7.221, 1.667], [-1.022, 6.171, 0.676], [6.734, 7.781, 4.387], [5.848, 7.175, 3.881], [5.049, 6.291, 4.541], [4.037, 5.886, 3.624], [4.685, 6.154, 2.298], [3.762, 6.505, 1.361], [5.507, 7.271, 2.561], [3.140, 6.490, 3.783], [3.781, 4.836, 3.760], [5.296, 5.329, 1.921]], "forces_ev_per_angstrom": [[0.53, 0.70, 0.44], [-0.99, -0.54, -1.08], [0.50, 0.21, 1.43], [-0.83, -1.68, -0.75], [0.82, -0.17, 0.73], [-0.19, -0.03, -0.17], [1.65, 0.61, -2.80], [-0.19, -2.43, 0.73], [0.69, -0.52, -0.54], [0.35, -0.02, 0.55], [-0.55, -2.69, 1.52], [-0.63, 2.00, 0.81], [-0.28, 1.22, 0.26], [-0.91, 2.45, 0.88], [0.79, 3.34, -1.62], [0.27, 0.68, -0.77], [0.34, -2.16, 0.23], [0.26, 1.27, 0.21], [0.98, -0.27, 0.54], [-0.23, -0.05, -1.09], [0.64, 0.96, 0.35], [-0.58, 0.39, -1.18], [-0.78, -0.64, -0.80], [0.71, -1.26, 0.27], [-1.24, -0.58, -0.84], [-0.35, -0.59, 1.09], [0.38, 0.40, 0.32], [0.00, -0.35, -0.67], [-0.60, -0.89, 0.99], [-0.74, 0.47, 0.98], [0.19, 0.38, -0.37], [0.09, -0.83, 0.32], [-0.31, -0.38, -0.31], [0.40, 0.77, 0.34], [0.05, 0.01, -0.68], [-0.14, 0.01, -0.04], [0.01, 0.27, 0.70], [-0.16, -0.03, -0.18], [0.02, -0.17, 0.16], [0.00, 0.00, -0.17], [0.02, -0.41, -0.12], [0.09, 1.02, 0.10], [0.01, 0.01, 0.54], [-0.16, -0.35, -0.74], [0.48, -0.33, 0.34], [-0.07, -0.06, 0.11], [-0.53, 0.02, -0.53], [0.02, -0.05, 0.24], [-0.06, 0.22, -0.02], [0.11, -0.10, 0.09], [0.04, -0.18, -0.38], [0.22, 0.25, 0.86], [-0.60, -0.21, 0.24], [0.63, 0.27, -0.59], [-0.18, -0.62, -0.08], [-0.16, 0.00, -0.05], [0.26, 0.61, -0.19], [-0.22, -0.10, 0.01], [0.05, 0.14, 0.20], [-0.06, -0.16, -0.04], [0.21, 0.51, -0.03], [0.10, -0.71, 0.34], [-0.26, -0.39, -0.26], [-0.05, 0.73, 0.09], [-0.02, 0.05, -0.56], [-0.13, 0.01, -0.04], [0.02, 0.24, 0.73], [-0.45, -0.10, -0.32], [0.01, -0.17, 0.18], [-0.02, -0.03, -0.20], [-0.37, -0.17, -0.22], [0.68, 0.56, 0.74], [0.22, 0.25, -0.52], [-0.48, -0.58, 0.43], [-0.06, 0.32, -0.24], [0.69, 0.05, 0.01], [-0.01, -0.58, 0.29], [0.06, 0.03, -0.21], [0.13, 0.08, 0.14], [-0.13, 0.06, -0.18]], "lowdin_charge": [0.0208, -0.4652, 0.0818, -0.0642, -0.1562, -0.0939, -0.0632, -0.1037, -0.2391, -0.0109, -0.0046, 0.0047, -0.3072, -0.2503, 0.9613, -0.2755, -0.2199, 0.0670, 0.0897, 0.0877, 0.1048, 0.1358, 0.1349, 0.0982, 0.0999, 0.1051, 0.0790, 0.0623, 0.0880, 0.0767, 0.1582, -0.5368, 0.0556, -0.0572, -0.3174, 0.0821, 0.1449, 0.1419, 0.1465, 0.1777, 0.1760, -0.5444, 0.0639, -0.0623, -0.3203, 0.0807, 0.1410, 0.1476, 0.1423, 0.1748, 0.1651, -0.5383, 0.0245, -0.0702, -0.3191, 0.0778, 0.1420, 0.1446, 0.1465, 0.1770, 0.1585, -0.5241, 0.0679, -0.0710, -0.3089, 0.0840, 0.1361, 0.1191, 0.1495, 0.1776, 0.1874, -0.5350, 0.0807, -0.0671, -0.2996, 0.0448, 0.1417, 0.1438, 0.1462, 0.1802]}

{"formula": "CHClN3O", "method": "the ωB97M-V functional and the def2-TZVPD basis", "de_lowest_kj_mol": 615.24, "spin_multiplicity": 1, "total_charge": 1, "gap_ev": 8.69, "elements": ["C", "N", "N", "N", "O", "Cl", "H"], "xyz": [[0.047, -0.629, 0.234], [3.003, 1.511, -2.541], [2.288, 0.758, -2.165], [0.513, 0.096, 0.958], [1.638, -0.147, -1.805], [0.916, 1.145, 2.157], [-0.314, -0.667, -1.519]], "forces_ev_per_angstrom": [[-1.98, -1.47, -6.14], [0.20, 0.88, -0.09], [1.54, 0.89, -1.09], [1.03, 2.41, 3.36], [-1.93, -1.83, 0.82], [-0.07, -0.74, -0.70], [1.21, -0.14, 3.85]], "lowdin_charge": [0.0826, 0.3200, -0.2489, -0.4603, -0.0095, 0.8719, 0.4440]}

{"formula": "C28H57B2I2N2O13P", "method": "the ωB97M-V functional and the def2-TZVPD basis", "spin_multiplicity": 1, "gap_ev": 7.35, "elements": ["C", "O", "C", "C", "C", "C", "B", "O", "O", "C", "C", "I", "C", "C", "I", "C", "C", "C", "O", "C", "C", "C", "C", "C", "C", "C", "O", "O", "C", "P", "O", "O", "O", "N", "C", "B", "O", "O", "C", "H", "H", "H", "H", "H", "H", "H", "H", "H", "H", "H", "H", "H", "H", "H", "H", "H", "H", "H", "H", "H", "H", "H", "H", "H", "H", "H", "H", "H", "H", "H", "H", "H", "H", "H", "H", "H", "H", "H", "H", "H", "H", "C", "O", "C", "C", "N", "C", "C", "O", "C", "H", "H", "H", "H", "H", "H", "H", "H", "H", "H", "H", "H", "H", "H", "H"], "xyz": [[5.988, 0.552, 3.402], [6.187, 0.420, 2.008], [4.969, 0.154, 1.309], [4.868, 1.165, 0.175], [3.616, 1.238, -0.722], [2.376, 2.129, -0.384], [2.809, 2.802, 1.025], [3.232, 4.102, 1.221], [2.813, 1.989, 2.123], [2.283, 3.278, -1.434], [2.655, 3.241, -2.934], [3.081, 5.305, -3.474], [2.875, 2.465, -3.998], [3.243, 2.930, -5.383], [2.825, 0.346, -4.000], [0.982, 4.166, -1.283], [1.285, 5.446, -0.486], [-0.326, 3.475, -0.829], [-0.898, 2.908, -2.008], [-2.301, 2.731, -2.165], [-3.153, 2.166, -1.022], [-3.029, 0.605, -0.988], [-4.630, 2.551, -1.101], [-4.905, 3.999, -1.504], [-5.221, 2.363, 0.312], [-1.309, 4.630, -0.402], [-1.415, 5.498, -1.264], [-1.993, 4.491, 0.596], [-0.106, 2.354, 0.224], [-0.343, 2.720, 2.018], [0.188, 4.011, 2.454], [0.368, 1.594, 2.930], [-1.880, 2.430, 2.283], [1.039, 1.428, -0.154], [0.608, 0.656, -1.389], [1.045, 0.158, 0.713], [2.149, -0.616, 0.841], [-0.152, -0.257, 1.240], [-0.547, -1.599, 0.946], [6.944, 0.766, 3.870], [5.315, 1.383, 3.629], [5.592, -0.383, 3.805], [4.149, 0.170, 2.017], [5.041, -0.857, 0.900], [5.320, 2.123, 0.438], [5.628, 0.777, -0.513], [3.376, 0.225, -1.024], [4.027, 1.668, -1.633], [4.131, 4.239, 0.904], [2.536, 2.484, 2.907], [3.074, 3.922, -1.056], [4.215, 3.417, -5.391], [2.492, 3.619, -5.762], [3.279, 2.093, -6.071], [0.706, 4.516, -2.271], [2.309, 5.780, -0.633], [1.134, 5.344, 0.586], [0.661, 6.265, -0.825], [-2.424, 2.059, -3.020], [-2.737, 3.663, -2.521], [-2.773, 2.518, -0.072], [-4.022, 0.163, -0.921], [-2.489, 0.281, -0.096], [-2.549, 0.215, -1.884], [-5.214, 1.886, -1.745], [-4.275, 4.690, -0.944], [-5.966, 4.218, -1.397], [-4.667, 4.154, -2.558], [-6.273, 2.634, 0.343], [-4.703, 3.075, 0.960], [-5.034, 1.372, 0.724], [-0.978, 1.735, 0.024], [-0.174, 0.797, 2.998], [-2.100, 2.774, 3.160], [-0.361, 0.194, -1.224], [1.314, -0.153, -1.554], [0.560, 1.303, -2.253], [2.222, -0.975, 1.732], [-0.446, -1.841, -0.112], [-1.594, -1.734, 1.200], [0.020, -2.337, 1.512], [-1.089, -4.849, 2.755], [-1.231, -4.912, 1.349], [-0.181, -5.622, 0.694], [-0.678, -6.928, 0.116], [-0.997, -7.884, 1.168], [-1.690, -9.084, 0.705], [-3.077, -8.924, 0.093], [-4.072, -8.506, 1.007], [-4.174, -7.110, 1.208], [-1.849, -4.165, 3.130], [-1.240, -5.825, 3.227], [-0.103, -4.465, 3.039], [0.664, -5.784, 1.369], [0.165, -4.990, -0.130], [0.101, -7.352, -0.523], [-1.548, -6.698, -0.515], [-1.579, -7.427, 1.858], [-1.787, -9.747, 1.567], [-1.047, -9.597, -0.017], [-3.391, -9.912, -0.252], [-3.073, -8.275, -0.791], [-3.909, -6.548, 0.309], [-3.551, -6.776, 2.044], [-5.210, -6.889, 1.463]], "forces_ev_per_angstrom": [[0.08, -0.05, -0.19], [-0.04, 0.06, -0.02], [0.37, 0.12, 0.50], [0.44, -0.74, -0.52], [0.36, -0.07, -0.41], [0.71, 0.69, 0.18], [0.22, 0.44, 0.71], [0.31, -0.46, -0.40], [-0.81, -0.22, -0.26], [-0.77, 0.26, -0.08], [0.32, 0.13, -0.37], [0.01, -0.07, 0.17], [-0.14, -0.18, 0.55], [-0.14, -0.24, -0.28], [-0.03, -0.13, -0.03], [0.16, 0.17, 0.01], [0.18, 0.37, 0.41], [0.56, 1.02, 0.02], [0.59, -1.08, 0.07], [-0.98, 0.52, -0.50], [0.65, -1.31, -0.47], [-0.24, 0.55, 0.32], [-0.80, 0.42, 0.91], [0.36, -0.28, -0.68], [0.56, 0.52, 0.02], [-0.34, 0.14, -1.17], [0.22, 0.59, -0.89], [-0.40, -0.81, 2.03], [-1.12, -0.43, -0.39], [0.10, 1.93, 0.41], [0.53, -0.20, 0.00], [-0.16, -0.34, -0.14], [0.04, -0.79, 0.06], [-0.03, -1.11, -0.24], [0.21, -0.40, -0.31], [-0.02, -0.18, 1.16], [0.27, 0.45, -0.27], [-0.23, 0.04, -0.74], [-0.24, -0.67, 0.13], [0.13, -0.08, -0.08], [-0.17, -0.03, 0.02], [-0.07, 0.04, 0.23], [-0.16, 0.21, -0.04], [-0.13, -0.04, -0.12], [-0.48, 0.20, 0.43], [0.01, 0.19, -0.18], [-0.29, -0.07, 0.17], [-0.16, 0.11, -0.12], [-0.07, 0.34, -0.02], [0.33, 0.04, 0.11], [0.06, 0.05, -0.08], [0.03, 0.09, 0.03], [0.04, 0.15, 0.03], [0.05, -0.05, -0.03], [-0.03, -0.12, -0.10], [0.13, -0.20, 0.01], [-0.07, -0.13, 0.05], [-0.24, -0.12, -0.08], [0.34, -0.14, -0.04], [0.31, 0.29, 0.34], [-0.18, 0.48, 0.07], [-0.02, -0.17, -0.03], [0.12, -0.19, -0.05], [0.07, -0.08, -0.04], [0.36, -0.08, -0.38], [-0.14, 0.08, 0.22], [-0.03, 0.15, 0.23], [-0.07, 0.08, -0.04], [-0.16, -0.31, -0.03], [0.00, -0.01, 0.11], [-0.24, -0.14, -0.03], [-0.01, -0.18, 0.27], [-0.01, -0.01, -0.06], [-0.24, 0.19, -0.12], [-0.20, 0.32, 0.07], [0.25, 0.10, -0.06], [0.00, 0.13, 0.01], [-0.05, -0.30, -0.09], [0.10, 0.15, -0.09], [-0.07, 0.24, 0.11], [0.16, 0.09, 0.09], [-0.13, 0.06, -0.08], [0.15, 0.01, 0.20], [0.01, 0.13, -0.33], [-0.16, -0.08, 0.19], [-0.07, 0.07, -0.11], [0.09, 0.00, 0.21], [-0.01, -0.20, -0.14], [0.04, 0.09, -0.01], [-0.12, -0.09, 0.10], [-0.02, -0.01, -0.03], [0.10, 0.01, 0.05], [0.02, -0.05, 0.04], [-0.06, -0.07, 0.08], [0.02, 0.00, 0.02], [-0.01, -0.02, -0.02], [0.09, 0.05, -0.11], [0.00, 0.00, 0.03], [-0.01, -0.05, -0.03], [-0.01, 0.03, -0.04], [-0.02, 0.00, 0.01], [0.03, 0.10, 0.07], [0.06, 0.01, 0.00], [0.05, 0.09, -0.07], [-0.01, -0.03, -0.02]], "lowdin_charge": [-0.1036, -0.1819, -0.2263, -0.1302, -0.1302, -0.1475, -0.6440, 0.1767, 0.1634, -0.2448, -0.5387, 1.0912, -0.7762, -0.2877, 1.0247, -0.2402, -0.0700, -0.2763, -0.0866, -0.1354, -0.3005, -0.0379, -0.3852, -0.0652, -0.0691, -0.6953, 0.0286, 0.0141, -0.0953, 0.5240, -0.2118, -0.1187, -0.0975, 0.0117, 0.0138, -0.7274, 0.2284, 0.0072, -0.0207, 0.0874, 0.0853, 0.0887, 0.0827, 0.1317, 0.1266, 0.1289, 0.0746, 0.0778, 0.1261, 0.1322, 0.0803, 0.0527, 0.0539, 0.0222, 0.0931, 0.0395, 0.0786, 0.0855, 0.1319, 0.1071, 0.0897, 0.0739, 0.0569, 0.0748, 0.1326, 0.0874, 0.0771, 0.0736, 0.0748, 0.0836, 0.0701, 0.0998, 0.0839, 0.1118, 0.0959, 0.0539, 0.0901, 0.1457, 0.1044, 0.1041, 0.0863, -0.1198, -0.2085, -0.2165, -0.2163, -0.0506, -0.1984, -0.2286, -0.1757, -0.1011, 0.0899, 0.0814, 0.0834, 0.1236, 0.1187, 0.1254, 0.1079, 0.0683, 0.1197, 0.1183, 0.1220, 0.1114, 0.0883, 0.0717, 0.0888]}

Number 1: E_tot -3348.3735 hartree. Number 2: E_tot -737.8350 hartree. Number 3: E_tot -3175.2397 hartree.